[1]
{
  "formula": "H18NO12",
  "method": "wB97M-V/def2-TZVPD",
  "species": ["N", "O", "O", "O", "O", "H", "H", "O", "H", "H", "O", "H", "H", "O", "H", "H", "O", "H", "H", "O", "H", "H", "O", "H", "H", "O", "H", "H", "O", "H", "H"],
  "coordinates": [[16.859, -11.732, 4.606], [17.002, -11.478, 5.814], [16.643, -10.794, 3.835], [17.124, -12.850, 4.168], [16.361, -8.803, 6.785], [16.475, -9.612, 6.496], [16.521, -8.656, 7.711], [19.120, -10.008, 5.302], [18.366, -10.207, 5.743], [19.058, -10.806, 4.680], [15.263, -8.397, 3.561], [15.845, -7.742, 3.920], [15.891, -9.157, 3.839], [18.115, -14.025, 1.851], [17.481, -14.177, 2.601], [18.908, -14.614, 1.855], [18.273, -11.264, 8.445], [17.914, -11.740, 7.824], [17.614, -10.753, 9.060], [14.969, -12.350, 1.987], [15.514, -12.182, 2.790], [14.890, -11.416, 1.431], [15.824, -15.008, 4.634], [16.556, -15.706, 4.875], [16.345, -14.196, 4.301], [19.890, -11.901, 2.840], [19.222, -12.359, 2.481], [20.300, -12.510, 3.408], [19.175, -13.208, 6.287], [19.851, -13.029, 6.897], [18.781, -12.384, 5.850]],
  "nbo_charge": [0.7355, -0.5732, -0.4973, -0.5476, -0.9462, 0.4766, 0.4629, -0.9287, 0.4575, 0.4572, -0.9698, 0.4552, 0.4932, -0.9739, 0.5069, 0.4702, -0.9469, 0.4777, 0.4687, -0.9710, 0.4847, 0.4726, -0.9810, 0.4536, 0.4812, -0.9406, 0.4830, 0.4596, -0.9780, 0.4694, 0.4887],
  "de_lowest_kj_mol": 395.1,
  "total_charge": -1,
  "e_homo_ev": -7.3,
  "spin_multiplicity": 1,
  "energy_ev": -26349.352,
  "homo_lumo_gap_ha": 0.3732
}



[2]
{
  "formula": "H18O12P",
  "method": "wB97M-V/def2-TZVPD",
  "species": ["O", "H", "H", "H", "O", "H", "H", "H", "P", "O", "O", "O", "O", "O", "H", "H", "O", "H", "H", "O", "H", "H", "O", "H", "H", "O", "H", "H", "O", "H", "H"],
  "coordinates": [[-0.534, 2.761, 2.524], [-0.099, 2.086, 1.843], [-1.477, 2.548, 2.549], [-0.415, 3.676, 2.193], [-0.638, -0.783, 0.585], [-0.016, 0.086, 0.562], [-0.054, -1.543, 0.401], [-0.986, -0.941, 1.491], [0.060, 2.450, -0.533], [-0.271, 1.615, -1.788], [0.460, 1.485, 0.650], [-1.083, 3.436, -0.172], [1.270, 3.332, -0.872], [2.106, -1.618, 0.830], [2.790, -1.706, 1.500], [2.552, -1.802, -0.004], [1.050, -1.508, -3.054], [0.542, -1.822, -2.296], [1.787, -2.123, -3.129], [2.605, 1.023, -1.707], [2.158, 0.726, -0.905], [3.046, 0.239, -2.057], [-2.655, 0.306, -1.630], [-2.504, -0.613, -1.869], [-1.734, 0.719, -1.628], [-2.062, -0.565, 2.869], [-2.579, -1.255, 3.298], [-2.592, 0.233, 2.964], [-0.239, -3.091, -0.921], [-0.318, -3.582, -0.096], [-0.171, -3.769, -1.602]],
  "nbo_charge": [-0.8279, 0.5392, 0.5147, 0.5706, -0.8078, 0.5551, 0.5240, 0.5258, 2.4653, -1.2510, -1.2298, -1.2868, -1.2554, -0.9562, 0.4781, 0.4829, -0.9121, 0.4714, 0.4381, -0.8929, 0.4736, 0.4168, -1.0199, 0.4265, 0.5259, -0.9504, 0.4820, 0.4921, -0.9557, 0.4747, 0.4892],
  "de_lowest_kj_mol": 206.0,
  "total_charge": -1,
  "e_homo_ev": -1.5,
  "spin_multiplicity": 1,
  "energy_ev": -34150.846,
  "homo_lumo_gap_ha": 0.1080
}



[3]
{
  "formula": "H18O9",
  "method": "wB97M-V/def2-TZVPD",
  "species": ["H", "H", "H", "H", "H", "H", "H", "H", "H", "H", "H", "H", "H", "H", "H", "H", "H", "H", "O", "O", "O", "O", "O", "O", "O", "O", "O"],
  "coordinates": [[1.103, 0.415, -0.082], [-0.312, 0.920, -0.096], [-1.539, -2.583, -0.880], [-0.766, -3.821, -1.298], [-4.662, -0.219, 1.263], [-4.049, 0.401, -0.039], [-2.503, -0.395, -2.209], [-2.848, -1.551, -1.340], [1.307, -0.585, 1.947], [0.998, 0.252, 3.177], [2.434, 0.766, -1.902], [3.917, 0.388, -1.438], [-1.560, 5.209, -0.703], [-0.450, 5.692, 0.145], [-2.251, -1.695, 0.644], [-1.670, -2.636, 1.685], [5.410, -0.338, 0.710], [6.605, -1.262, 0.931], [0.453, 0.783, 0.487], [-0.759, -2.803, -1.385], [-4.729, 0.490, 0.601], [-2.973, -0.682, -1.423], [1.395, 0.300, 2.384], [3.362, 0.894, -2.108], [-0.631, 4.935, -0.360], [-1.383, -1.982, 1.075], [6.103, -0.893, 0.216]],
  "nbo_charge": [0.4466, 0.4593, 0.4440, 0.4697, 0.4624, 0.4872, 0.4941, 0.4503, 0.4686, 0.4553, 0.4646, 0.4774, 0.4611, 0.4603, 0.4558, 0.4666, 0.4692, 0.4688, -0.9116, -0.9220, -0.9531, -0.9383, -0.9196, -0.9414, -0.9210, -0.9163, -0.9379],
  "de_lowest_kj_mol": 493.5,
  "total_charge": 0,
  "e_homo_ev": -10.0,
  "spin_multiplicity": 1,
  "energy_ev": -18717.021,
  "homo_lumo_gap_ha": 0.3629
}



[4]
{
  "formula": "H18O9",
  "method": "wB97M-V/def2-TZVPD",
  "species": ["O", "H", "H", "O", "H", "H", "O", "H", "H", "O", "H", "H", "O", "H", "H", "O", "H", "H", "O", "H", "H", "O", "H", "H", "O", "H", "H"],
  "coordinates": [[1.867, -2.286, -0.056], [2.266, -1.422, -0.131], [1.123, -2.249, 0.539], [-3.123, -0.171, 1.086], [-2.327, -0.311, 0.606], [-3.109, 0.736, 1.433], [0.043, -1.858, 1.995], [0.055, -2.839, 1.918], [-0.452, -1.540, 1.234], [0.818, 1.708, 0.847], [1.622, 1.635, 1.389], [0.890, 2.358, 0.175], [0.505, -1.255, -2.605], [-0.352, -1.234, -2.978], [0.775, -2.180, -2.497], [-0.608, -0.448, -0.324], [-0.058, -0.661, -1.107], [0.067, 0.049, 0.161], [-1.677, 2.469, 2.083], [-1.907, 2.134, 2.935], [-0.874, 2.017, 1.885], [2.760, 0.039, -1.002], [2.796, -0.475, -1.787], [2.310, 0.849, -1.258], [-1.399, 1.712, -1.771], [-1.156, 0.838, -1.484], [-0.855, 2.385, -1.288]],
  "nbo_charge": [-1.0010, 0.4850, 0.4719, -0.9667, 0.4775, 0.4806, -0.9513, 0.4727, 0.4890, -0.9719, 0.5075, 0.4847, -0.9532, 0.4871, 0.5066, -1.0202, 0.5048, 0.4998, -0.9502, 0.4666, 0.4800, -0.9452, 0.4875, 0.4783, -0.9530, 0.4803, 0.4529],
  "de_lowest_kj_mol": 227.4,
  "total_charge": 0,
  "e_homo_ev": -10.6,
  "spin_multiplicity": 1,
  "energy_ev": -18719.778,
  "homo_lumo_gap_ha": 0.3782
}



[5]
{
  "formula": "H18O9",
  "method": "wB97M-V/def2-TZVPD",
  "species": ["O", "H", "H", "H", "O", "H", "O", "H", "H", "O", "H", "H", "O", "H", "H", "O", "H", "H", "O", "H", "H", "O", "H", "H", "O", "H", "H"],
  "coordinates": [[25.002, 36.261, 3.231], [24.694, 35.804, 4.139], [25.963, 36.453, 3.524], [24.589, 37.115, 2.991], [24.361, 34.896, 5.509], [23.500, 35.173, 4.862], [23.533, 31.934, 5.127], [23.980, 32.730, 5.423], [22.668, 32.028, 5.610], [25.971, 36.850, 6.763], [26.457, 36.473, 7.500], [25.495, 36.137, 6.300], [26.083, 33.260, 4.458], [25.661, 33.893, 4.993], [25.663, 33.450, 3.552], [24.828, 33.554, 7.752], [24.358, 33.978, 8.498], [24.522, 33.937, 6.966], [21.045, 33.823, 3.999], [21.427, 33.040, 3.644], [21.321, 34.348, 3.245], [22.411, 37.421, 3.945], [21.575, 37.426, 3.662], [22.418, 38.244, 4.651], [22.486, 36.258, 6.917], [23.295, 35.805, 6.704], [21.855, 36.209, 6.292]],
  "nbo_charge": [-0.8186, 0.5571, 0.5605, 0.5612, -1.2490, 0.4530, -0.9494, 0.4857, 0.4591, -0.9929, 0.4789, 0.4966, -0.9438, 0.4829, 0.4425, -0.9595, 0.4675, 0.4798, -0.9219, 0.4737, 0.4493, -0.9708, 0.4688, 0.5062, -0.9733, 0.5007, 0.4556],
  "de_lowest_kj_mol": 566.9,
  "total_charge": 0,
  "e_homo_ev": -10.2,
  "spin_multiplicity": 1,
  "energy_ev": -18716.260,
  "homo_lumo_gap_ha": 0.3399
}



[6]
{
  "formula": "H18O9",
  "method": "wB97M-V/def2-TZVPD",
  "species": ["O", "H", "H", "O", "H", "H", "O", "H", "H", "O", "H", "H", "O", "H", "H", "O", "H", "H", "O", "H", "H", "O", "H", "H", "O", "H", "H"],
  "coordinates": [[-1.103, -0.633, -1.303], [-1.137, -1.539, -1.610], [-2.015, -0.408, -1.119], [1.936, 1.778, -0.001], [1.111, 2.104, -0.360], [1.944, 0.847, -0.225], [2.008, -0.299, -0.425], [2.649, -0.727, -0.991], [1.971, -0.851, 0.356], [0.114, -2.270, 0.502], [-0.833, -2.384, 0.581], [0.409, -3.040, 0.017], [2.199, -1.370, 1.246], [1.258, -1.431, 1.082], [2.488, -2.279, 1.328], [-0.230, 0.085, 0.488], [-0.406, 0.740, -0.187], [0.222, -0.621, 0.026], [-2.300, 1.918, 0.039], [-3.207, 1.747, -0.216], [-1.969, 1.069, 0.331], [0.223, 2.211, -0.926], [-0.339, 1.713, -1.519], [0.193, 3.107, -1.262], [-1.977, 0.476, 1.343], [-2.101, -0.328, 1.847], [-1.105, 0.386, 0.958]],
  "nbo_charge": [-0.9514, 0.4716, 0.4877, -1.1030, 0.4113, 0.4194, -0.9159, 0.4622, 0.4158, -0.9305, 0.5073, 0.4946, -0.8354, 0.4996, 0.4806, -0.9237, 0.5087, 0.5239, -0.9640, 0.4443, 0.4209, -0.8438, 0.4957, 0.5098, -0.9565, 0.4425, 0.4281],
  "de_lowest_kj_mol": 1634.5,
  "total_charge": 0,
  "e_homo_ev": -7.1,
  "spin_multiplicity": 1,
  "energy_ev": -18705.195,
  "homo_lumo_gap_ha": 0.2289
}



[7]
{
  "formula": "H18O9",
  "method": "wB97M-V/def2-TZVPD",
  "species": ["H", "H", "H", "H", "H", "H", "H", "H", "H", "H", "H", "H", "H", "H", "H", "H", "H", "H", "O", "O", "O", "O", "O", "O", "O", "O", "O"],
  "coordinates": [[0.592, 0.406, -0.552], [0.045, -0.442, -1.681], [1.082, 4.788, -0.883], [2.242, 3.820, -0.953], [5.223, -1.184, -0.699], [5.910, -1.017, -2.052], [1.493, 0.744, 2.450], [2.509, 0.155, 1.452], [-1.283, 2.033, -1.446], [-1.833, 1.710, 0.030], [-2.953, -2.193, -1.904], [-1.642, -2.514, -1.151], [-1.931, -0.854, 0.384], [-3.106, -0.485, -0.396], [-4.782, 1.996, 0.673], [-3.444, 1.164, 0.497], [1.924, -2.764, 2.296], [0.681, -2.894, 3.133], [0.780, -0.427, -0.952], [1.687, 4.374, -0.289], [5.090, -1.458, -1.628], [2.441, 0.842, 2.121], [-1.951, 1.509, -0.907], [-2.535, -2.842, -1.301], [-2.414, -1.161, -0.310], [-4.276, 1.175, 0.944], [1.087, -2.321, 2.422]],
  "nbo_charge": [0.4576, 0.4753, 0.4589, 0.4693, 0.4649, 0.4656, 0.4729, 0.4716, 0.4941, 0.4708, 0.4538, 0.4727, 0.4538, 0.4692, 0.4825, 0.4549, 0.4686, 0.4710, -0.9339, -0.9277, -0.9303, -0.9440, -0.9651, -0.9166, -0.9307, -0.9398, -0.9393],
  "de_lowest_kj_mol": 561.9,
  "total_charge": 0,
  "e_homo_ev": -8.8,
  "spin_multiplicity": 1,
  "energy_ev": -18716.312,
  "homo_lumo_gap_ha": 0.3141
}



[8]
{
  "formula": "H18O9",
  "method": "wB97M-V/def2-TZVPD",
  "species": ["O", "H", "H", "O", "H", "H", "O", "H", "H", "O", "H", "H", "O", "H", "H", "O", "H", "H", "O", "H", "H", "O", "H", "H", "O", "H", "H"],
  "coordinates": [[1.613, -0.896, -1.030], [1.523, -0.863, -0.058], [0.970, -1.658, -1.201], [-0.970, -2.668, -0.496], [-1.454, -1.951, -0.957], [-1.265, -3.505, -0.813], [0.636, -0.119, 1.728], [1.261, 0.168, 2.456], [0.616, -1.103, 1.743], [0.233, 2.044, -1.748], [0.140, 2.441, -2.620], [1.202, 1.880, -1.554], [-2.276, 0.859, 1.021], [-2.613, 0.544, 1.870], [-1.351, 0.567, 1.160], [-0.686, 3.583, 0.526], [-0.126, 3.329, -0.239], [-1.052, 2.725, 0.827], [1.038, -2.951, 1.401], [0.349, -3.085, 0.769], [0.904, -3.665, 2.008], [2.868, 1.882, -0.821], [2.764, 0.931, -0.865], [2.558, 2.038, 0.048], [-2.253, -0.410, -1.363], [-1.849, 0.445, -1.223], [-2.777, -0.562, -0.569]],
  "nbo_charge": [-0.9787, 0.4780, 0.4923, -1.0158, 0.5215, 0.4786, -1.0044, 0.4891, 0.5074, -1.0036, 0.4787, 0.5042, -0.9687, 0.4744, 0.4951, -0.9741, 0.4879, 0.4716, -0.9675, 0.4971, 0.4756, -0.9314, 0.4918, 0.4701, -0.9631, 0.5072, 0.4868],
  "de_lowest_kj_mol": 151.7,
  "total_charge": 0,
  "e_homo_ev": -10.4,
  "spin_multiplicity": 1,
  "energy_ev": -18720.564,
  "homo_lumo_gap_ha": 0.3833
}



Repeat the seventh record exactly.
{
  "formula": "H18O9",
  "method": "wB97M-V/def2-TZVPD",
  "species": ["H", "H", "H", "H", "H", "H", "H", "H", "H", "H", "H", "H", "H", "H", "H", "H", "H", "H", "O", "O", "O", "O", "O", "O", "O", "O", "O"],
  "coordinates": [[0.592, 0.406, -0.552], [0.045, -0.442, -1.681], [1.082, 4.788, -0.883], [2.242, 3.820, -0.953], [5.223, -1.184, -0.699], [5.910, -1.017, -2.052], [1.493, 0.744, 2.450], [2.509, 0.155, 1.452], [-1.283, 2.033, -1.446], [-1.833, 1.710, 0.030], [-2.953, -2.193, -1.904], [-1.642, -2.514, -1.151], [-1.931, -0.854, 0.384], [-3.106, -0.485, -0.396], [-4.782, 1.996, 0.673], [-3.444, 1.164, 0.497], [1.924, -2.764, 2.296], [0.681, -2.894, 3.133], [0.780, -0.427, -0.952], [1.687, 4.374, -0.289], [5.090, -1.458, -1.628], [2.441, 0.842, 2.121], [-1.951, 1.509, -0.907], [-2.535, -2.842, -1.301], [-2.414, -1.161, -0.310], [-4.276, 1.175, 0.944], [1.087, -2.321, 2.422]],
  "nbo_charge": [0.4576, 0.4753, 0.4589, 0.4693, 0.4649, 0.4656, 0.4729, 0.4716, 0.4941, 0.4708, 0.4538, 0.4727, 0.4538, 0.4692, 0.4825, 0.4549, 0.4686, 0.4710, -0.9339, -0.9277, -0.9303, -0.9440, -0.9651, -0.9166, -0.9307, -0.9398, -0.9393],
  "de_lowest_kj_mol": 561.9,
  "total_charge": 0,
  "e_homo_ev": -8.8,
  "spin_multiplicity": 1,
  "energy_ev": -18716.312,
  "homo_lumo_gap_ha": 0.3141
}